1.
This record from OMol25 describes a single C19H22F4N2O2S molecule in a non-equilibrium geometry. The level of theory is wB97M-V/def2-TZVPD.

Structure (XYZ):
```
50
C19H22F4N2O2S | OMol25 | wB97M-V/def2-TZVPD
C -2.509 -0.403 3.857
C -1.243 -0.371 2.960
F -0.375 -1.249 3.488
C -1.593 -0.824 1.517
O -2.572 -0.358 0.934
N -0.731 -1.629 0.880
C -0.656 -1.830 -0.569
C -0.323 -0.576 -1.422
N 1.062 -0.164 -1.111
C 1.439 1.142 -1.014
O 2.630 1.460 -1.025
C 0.380 2.254 -0.750
C 1.021 3.456 0.000
C -0.059 4.485 0.387
S -0.866 5.217 -1.073
C -1.386 3.670 -1.880
C -0.198 2.716 -2.113
C 2.118 -1.170 -1.368
C 1.653 -2.626 -1.255
C 2.551 -3.663 -1.528
C 2.158 -4.998 -1.457
C 0.849 -5.314 -1.109
C -0.057 -4.293 -0.833
C 0.326 -2.947 -0.902
C -0.602 1.044 2.926
F -0.301 1.466 4.156
F 0.527 1.073 2.216
F -1.418 1.966 2.410
H -3.273 0.293 3.507
H -2.957 -1.398 3.879
H -2.269 -0.138 4.887
H 0.078 -1.929 1.404
H -1.655 -2.161 -0.868
H -0.404 -0.825 -2.481
H -1.078 0.171 -1.185
H -0.362 1.782 -0.109
H 1.487 3.140 0.935
H 1.740 3.985 -0.631
H -0.832 4.048 1.019
H 0.384 5.309 0.949
H -2.167 3.209 -1.271
H -1.843 3.952 -2.829
H 0.543 3.269 -2.696
H -0.606 1.887 -2.694
H 2.515 -1.008 -2.372
H 2.964 -1.007 -0.696
H 3.571 -3.432 -1.802
H 2.867 -5.784 -1.672
H 0.539 -6.347 -1.048
H -1.068 -4.551 -0.549
```

2S+1	1
structure (SMILES)	C[C@@](F)(C(=O)N[C@H]1CN(C(=O)C2CCSCC2)Cc2ccccc21)C(F)(F)F
energy relative to the best compared isomer or geometry (same formula, charge and spin)	0.644	eV

2.
This record from OMol25 describes a single C19H22F4N2O2S molecule. The level of theory is wB97M-V/def2-TZVPD.

Structure (XYZ):
```
50
C19H22F4N2O2S | OMol25 | wB97M-V/def2-TZVPD
C -1.856 2.986 -2.891
C -1.643 2.286 -1.570
F -2.873 1.994 -0.986
C -0.841 0.985 -1.755
O 0.171 0.983 -2.433
N -1.340 -0.093 -1.131
C -0.682 -1.395 -1.220
C 0.651 -1.401 -0.482
N 0.428 -1.358 0.946
C 1.039 -0.506 1.830
O 0.929 -0.673 3.032
C 1.870 0.638 1.268
C 1.936 1.780 2.282
C 2.686 2.982 1.728
S 4.415 2.613 1.342
C 4.122 1.200 0.255
C 3.274 0.121 0.915
C -0.264 -2.513 1.487
C -1.406 -2.962 0.609
C -2.280 -3.935 1.092
C -3.339 -4.383 0.325
C -3.543 -3.864 -0.949
C -2.678 -2.904 -1.437
C -1.608 -2.450 -0.668
C -0.932 3.191 -0.554
F -1.655 4.288 -0.308
F -0.756 2.551 0.612
F 0.266 3.575 -1.000
H -0.894 3.167 -3.362
H -2.449 2.342 -3.539
H -2.382 3.926 -2.735
H -2.171 0.004 -0.571
H -0.484 -1.589 -2.277
H 1.190 -2.319 -0.751
H 1.247 -0.560 -0.816
H 1.404 1.020 0.355
H 0.921 2.079 2.552
H 2.414 1.423 3.194
H 2.196 3.367 0.831
H 2.714 3.789 2.460
H 3.645 1.544 -0.667
H 5.107 0.813 -0.006
H 3.761 -0.227 1.830
H 3.204 -0.737 0.240
H 0.438 -3.346 1.624
H -0.630 -2.250 2.477
H -2.124 -4.337 2.087
H -4.010 -5.136 0.719
H -4.369 -4.212 -1.555
H -2.821 -2.496 -2.432
```

2S+1	1
structure (SMILES)	C[C@@](F)(C(=O)N[C@H]1CN(C(=O)C2CCSCC2)Cc2ccccc21)C(F)(F)F
energy relative to the best compared isomer or geometry (same formula, charge and spin)	0.000	eV

3.
This record from OMol25 describes a molecular structure, C19H22N2O3S in a non-equilibrium geometry. The level of theory is wB97M-V/def2-TZVPD.

Structure (XYZ):
```
47
C19H22N2O3S | OMol25 | wB97M-V/def2-TZVPD
C 0.105 0.415 -4.918
C 0.773 -0.392 -3.824
C 1.774 -1.412 -4.183
C 2.464 -1.993 -3.337
C 2.077 -1.707 -2.087
C 1.345 -0.740 -1.693
C 0.696 0.029 -2.662
H -0.249 0.426 -2.363
N 1.074 -0.644 -0.362
S 1.090 1.014 0.322
O 1.520 0.706 1.694
O 2.070 1.599 -0.618
C -0.676 1.819 0.059
C -1.361 1.493 1.143
C -2.784 2.064 0.901
C -2.863 2.979 -0.195
C -2.058 3.257 -1.110
C -0.699 2.612 -1.013
H 0.008 2.563 -1.622
H -2.093 3.737 -1.974
H -4.003 3.277 -0.354
H -3.217 1.989 1.678
H -1.051 0.917 2.003
C 1.034 -1.575 0.668
C -0.711 -1.825 1.035
O -1.526 -1.440 0.338
N -0.979 -1.491 2.382
C 0.130 -1.752 3.546
C -0.686 -1.462 4.717
H -0.282 -0.928 5.609
C -2.065 -1.034 4.289
C -2.342 -1.572 2.817
H -2.804 -0.948 2.238
H -2.771 -2.427 2.906
H -2.944 -1.068 4.889
H -1.838 0.017 4.288
H -1.119 -2.671 5.081
H 0.949 -2.347 3.575
H 0.740 -0.721 3.404
H 1.718 -1.582 1.449
H 1.059 -2.445 0.281
H 3.145 -2.216 -1.320
H 3.308 -2.664 -3.761
H 1.962 -1.361 -5.444
H 0.531 1.263 -5.265
H -0.053 -0.117 -5.813
H -1.020 0.640 -4.589
```

2S+1	1
energy relative to the best compared isomer or geometry (same formula, charge and spin)	18.346	eV

4.
This record from OMol25 describes a single C19H22N2O3S molecule. The level of theory is wB97M-V/def2-TZVPD.

Structure (XYZ):
```
47
C19H22N2O3S | OMol25 | wB97M-V/def2-TZVPD
C -3.591 -0.489 -2.426
N -2.949 -0.588 -1.143
C -3.625 -0.493 0.048
O -4.814 -0.314 0.148
C -2.610 -0.666 1.184
C -2.649 0.550 2.109
C -2.948 -1.943 1.961
C -1.318 -0.806 0.430
C -0.026 -0.971 0.870
C 0.970 -1.126 -0.082
S 2.648 -1.425 0.449
O 2.992 -2.764 0.066
O 2.773 -1.070 1.837
N 3.540 -0.370 -0.529
C 4.810 -0.897 -0.978
C 3.610 0.965 0.043
C 2.242 1.585 0.080
C 1.577 1.856 -1.110
C 0.314 2.416 -1.095
C -0.294 2.724 0.110
C 0.364 2.459 1.299
C 1.625 1.887 1.284
C 0.698 -1.133 -1.436
C -0.599 -0.946 -1.892
C -1.595 -0.780 -0.944
H -3.456 -1.410 -2.996
H -3.186 0.351 -2.994
H -4.653 -0.327 -2.245
H -1.940 0.422 2.923
H -3.650 0.662 2.517
H -2.391 1.451 1.559
H -2.249 -2.074 2.783
H -3.958 -1.872 2.356
H -2.887 -2.813 1.310
H 0.240 -0.986 1.914
H 5.111 -0.380 -1.889
H 4.667 -1.955 -1.185
H 5.596 -0.788 -0.222
H 4.270 1.561 -0.595
H 4.034 0.925 1.056
H 2.057 1.623 -2.048
H -0.195 2.623 -2.025
H -1.275 3.178 0.119
H -0.104 2.702 2.242
H 2.131 1.666 2.211
H 1.513 -1.282 -2.125
H -0.819 -0.939 -2.947
```

2S+1	1
structure (SMILES)	CN1C(=O)C(C)(C)c2cc(S(=O)(=O)N(C)Cc3ccccc3)ccc21
energy relative to the best compared isomer or geometry (same formula, charge and spin)	1.214	eV

5.
This record from OMol25 describes a single C19H22N2O4S molecule in a non-equilibrium geometry. The level of theory is wB97M-V/def2-TZVPD.

Structure (XYZ):
```
48
C19H22N2O4S | OMol25 | wB97M-V/def2-TZVPD
C -2.391 -4.553 4.031
O -2.446 -3.281 4.586
C -2.047 -2.140 3.713
C -1.977 -0.837 4.165
C -1.705 0.262 3.408
C -1.151 0.069 2.091
C -1.058 1.301 1.184
O -1.633 2.480 1.419
C 0.372 1.100 0.654
C 1.534 1.964 1.495
C 2.871 2.041 0.973
C 2.768 2.525 -0.561
N 1.520 1.754 -1.319
S 2.206 0.265 -2.049
O 3.480 0.499 -2.343
O 1.752 -0.896 -1.404
C 1.205 0.334 -3.608
C 0.304 -0.542 -3.869
C -0.780 -0.253 -5.129
C -0.150 0.673 -5.828
N 0.993 1.663 -5.535
C 1.433 1.300 -4.548
C 0.340 1.739 -0.727
C -1.415 -1.153 1.488
C -1.196 -1.539 -0.126
C -1.882 -2.081 2.373
H -2.714 -5.165 4.967
H -1.452 -4.792 3.637
H -3.207 -4.518 3.448
H -2.077 -0.773 5.350
H -1.592 1.042 3.745
H 0.654 0.255 0.605
H 1.509 1.455 2.374
H 1.167 2.954 1.740
H 3.674 2.383 1.449
H 3.127 0.907 0.766
H 3.522 2.230 -1.159
H 2.239 3.678 -0.548
H -0.159 -1.065 -3.111
H -1.431 -0.986 -5.315
H -0.532 0.831 -6.780
H 2.509 2.066 -4.347
H -0.232 1.307 -1.344
H 0.012 2.865 -0.685
H -1.747 -0.489 -0.582
H -0.246 -1.379 -0.270
H -1.966 -2.249 -0.440
H -1.999 -3.252 1.967
```

2S+1	1
structure (SMILES)	COc1ccc(C(=O)[C@@H]2CCCN(S(=O)(=O)c3cccnc3)C2)c(C)c1
energy relative to the best compared isomer or geometry (same formula, charge and spin)	19.091	eV

6.
This record from OMol25 describes a single C19H22N2O4S molecule. The level of theory is wB97M-V/def2-TZVPD.

Structure (XYZ):
```
48
C19H22N2O4S | OMol25 | wB97M-V/def2-TZVPD
C -5.834 -0.204 2.403
C -5.501 -0.688 1.021
C -6.243 -1.699 0.429
C -5.961 -2.149 -0.849
C -4.914 -1.585 -1.555
C -4.152 -0.584 -0.982
C -4.439 -0.127 0.299
N -3.637 0.865 0.859
S -2.984 2.132 -0.042
O -3.842 2.474 -1.137
O -2.691 3.130 0.945
C -1.470 1.429 -0.660
C -0.570 0.890 0.235
C 0.607 0.325 -0.222
C 0.882 0.311 -1.589
O 1.973 -0.254 -2.161
C 3.023 -0.709 -1.347
C 3.709 0.445 -0.600
O 3.330 1.594 -0.697
N 4.751 0.082 0.168
C 5.334 -1.240 0.291
C 6.441 -1.062 1.331
C 6.864 0.393 1.137
C 5.532 1.086 0.878
C -0.037 0.871 -2.483
C -1.208 1.429 -2.019
H -6.713 -0.721 2.781
H -6.044 0.867 2.398
H -5.008 -0.388 3.090
H -7.064 -2.135 0.980
H -6.558 -2.934 -1.289
H -4.684 -1.925 -2.553
H -3.335 -0.138 -1.525
H -3.909 1.182 1.775
H -0.797 0.921 1.289
H 1.305 -0.080 0.492
H 2.677 -1.472 -0.636
H 3.736 -1.170 -2.036
H 5.750 -1.563 -0.671
H 4.588 -1.975 0.606
H 6.037 -1.200 2.334
H 7.258 -1.766 1.184
H 7.512 0.483 0.265
H 7.381 0.800 2.003
H 5.029 1.348 1.815
H 5.609 1.987 0.268
H 0.199 0.857 -3.534
H -1.931 1.869 -2.688
```

2S+1	1
structure (SMILES)	Cc1ccccc1NS(=O)(=O)c1ccc(OCC(=O)N2CCCC2)cc1
energy relative to the best compared isomer or geometry (same formula, charge and spin)	1.640	eV

7.
This record from OMol25 describes a single C19H22N2O4S molecule. The level of theory is wB97M-V/def2-TZVPD.

Structure (XYZ):
```
48
C19H22N2O4S | OMol25 | wB97M-V/def2-TZVPD
C 3.104 -2.246 -2.082
O 3.341 -2.459 -0.710
C 2.339 -2.169 0.168
C 2.620 -2.355 1.519
C 1.662 -2.103 2.481
C 0.399 -1.637 2.131
O -0.629 -1.429 3.001
C -0.359 -1.493 4.378
C 0.139 -1.401 0.775
N -1.100 -0.848 0.378
C -1.565 0.317 0.893
O -0.974 0.944 1.748
C -2.910 0.836 0.369
C -2.758 2.343 0.118
C -1.701 2.586 -0.978
N -1.507 1.385 -1.755
C -0.333 0.801 -2.073
O -0.291 -0.229 -2.737
C 0.928 1.422 -1.610
C 1.393 1.664 -0.350
C 2.743 2.075 -0.337
C 3.287 2.131 -1.579
S 2.171 1.663 -2.797
C -2.745 0.739 -2.139
C -3.472 0.185 -0.897
C 1.086 -1.695 -0.195
H 4.032 -2.512 -2.585
H 2.294 -2.880 -2.454
H 2.864 -1.199 -2.293
H 3.598 -2.711 1.800
H 1.910 -2.280 3.516
H 0.430 -0.791 4.664
H -1.287 -1.210 4.871
H -0.078 -2.506 4.688
H -1.454 -1.176 -0.508
H -3.615 0.685 1.194
H -2.447 2.832 1.040
H -3.723 2.752 -0.182
H -2.035 3.391 -1.647
H -0.752 2.882 -0.537
H 0.815 1.531 0.547
H 3.280 2.314 0.564
H 4.280 2.419 -1.861
H -3.368 1.482 -2.645
H -2.501 -0.052 -2.850
H -3.403 -0.902 -0.843
H -4.534 0.429 -0.968
H 0.829 -1.527 -1.229
```

2S+1	1
structure (SMILES)	COc1ccc(OC)c(NC(=O)C2CCN(C(=O)c3cccs3)CC2)c1
energy relative to the best compared isomer or geometry (same formula, charge and spin)	1.388	eV

8.
This record from OMol25 describes a single C19H22N2O7S molecule in a non-equilibrium geometry. The level of theory is wB97M-V/def2-TZVPD.

Structure (XYZ):
```
51
C19H22N2O7S | OMol25 | wB97M-V/def2-TZVPD
C -5.128 -1.286 1.421
C -5.619 -0.893 0.035
O -4.749 0.066 -0.573
C -3.658 -0.396 -1.177
O -3.372 -1.559 -1.278
C -2.803 0.745 -1.691
C -1.887 1.217 -0.547
N -1.067 2.322 -0.987
S -0.091 3.039 0.179
O -0.816 2.972 1.413
O 0.286 4.313 -0.350
C 1.355 1.996 0.260
C 1.629 1.254 1.387
C 2.723 0.403 1.392
C 3.538 0.302 0.268
O 4.617 -0.505 0.170
C 4.924 -1.382 1.229
C 3.263 1.080 -0.878
C 4.129 0.934 -2.086
C 2.169 1.922 -0.858
C -1.079 0.059 -0.006
C -1.335 -0.438 1.267
C -0.597 -1.490 1.786
C 0.430 -2.045 1.050
C 0.695 -1.538 -0.216
N 1.799 -2.071 -0.971
O 2.501 -2.899 -0.429
O 1.977 -1.649 -2.093
C -0.061 -0.509 -0.756
H -5.843 -1.961 1.881
H -4.166 -1.789 1.344
H -5.021 -0.403 2.046
H -5.679 -1.775 -0.610
H -6.591 -0.400 0.086
H -3.431 1.574 -2.012
H -2.199 0.382 -2.523
H -2.500 1.625 0.263
H -0.569 2.170 -1.850
H 0.982 1.344 2.244
H 2.930 -0.181 2.275
H 5.824 -1.908 0.916
H 4.122 -2.109 1.384
H 5.125 -0.840 2.158
H 5.178 0.949 -1.803
H 3.930 1.725 -2.803
H 3.927 -0.029 -2.555
H 1.942 2.543 -1.711
H -2.116 0.014 1.859
H -0.821 -1.871 2.771
H 1.028 -2.858 1.433
H 0.171 -0.164 -1.752
```

2S+1	1
structure (SMILES)	CCOC(=O)C[C@H](NS(=O)(=O)c1ccc(OC)c(C)c1)c1cccc([N+](=O)[O-])c1
energy relative to the best compared isomer or geometry (same formula, charge and spin)	3.804	eV